# 1
The following is a DFT calculation (wB97M-V/def2-TZVPD) of a structure of composition C18H16Cl3FeN5OS2.

XYZ file:
```
46
Properties=species:S:1:pos:R:3:forces:R:3
Fe -1.8225 -0.4495 -1.3718 -0.72 0.02 -0.73
Cl -2.4677 2.8633 -0.9557 -0.36 0.32 0.29
Cl -0.0279 1.4217 -3.6778 0.10 0.40 0.07
Cl -3.6307 4.1462 1.5881 0.35 -0.54 -0.68
S -1.7926 -2.9869 -0.8591 -0.17 0.93 0.15
S -3.4684 -0.8682 0.4720 0.47 -0.86 -0.09
O -0.2724 0.4646 -0.0262 -0.10 -0.75 0.46
N -2.6258 -5.9426 0.7575 -0.33 0.51 0.41
N -5.4955 0.7847 -4.0032 -0.20 -0.24 0.73
N -5.8111 1.6315 -6.3018 0.11 -0.40 1.01
N -3.4717 0.1853 -2.7499 0.15 -0.16 0.30
N -5.1740 -2.9598 3.0241 0.21 -0.43 -0.19
C -5.6101 1.2246 -5.2188 0.12 0.53 -1.40
C -4.4201 -3.2867 2.2072 -0.36 0.72 0.41
C 2.7546 -0.7965 1.3668 -0.09 -0.29 0.20
C -3.4703 -3.5346 1.1916 0.00 -0.93 -0.04
C 5.9126 1.1700 1.9608 0.31 0.29 -0.75
C 2.3985 1.4271 0.4414 0.03 -0.34 0.39
C -3.0209 -4.8770 0.9925 0.16 -0.52 -0.20
C 0.5128 -0.3034 0.5202 0.29 1.28 -0.60
C 2.2969 -2.1825 1.7058 0.22 -0.33 -0.45
C 4.5367 0.8073 1.4674 0.00 0.50 0.16
C 4.0504 -0.4579 1.7060 0.09 -0.35 0.06
C -4.4065 0.4794 -3.3790 0.15 0.10 -0.38
C 1.6360 2.5032 -0.2899 -0.14 -0.93 -0.20
C -2.9818 -2.5567 0.3463 0.43 1.02 -0.26
C -0.3669 -0.1991 -2.9149 -0.47 -0.46 0.11
C 3.7041 1.7328 0.8287 0.25 -0.46 -0.13
C -2.7929 2.7413 0.7734 0.13 -0.04 0.27
C 1.8947 0.1285 0.7792 0.45 0.75 -0.16
H 0.2564 -1.3302 0.7985 -0.45 0.08 -0.14
H 1.7751 -2.6599 0.8666 0.15 -0.04 0.30
H -0.8164 -0.7638 -3.7463 0.35 -0.02 0.20
H 0.6199 -0.6031 -2.6767 0.04 -0.10 -0.19
H 1.6354 -2.1620 2.5582 -0.33 -0.14 0.28
H 6.0668 0.8388 2.9680 -0.10 -0.19 0.72
H 1.2092 2.0836 -1.2194 0.17 0.42 0.28
H -3.3636 1.8434 0.9822 -0.24 0.11 -0.15
H 3.1746 -2.7766 1.9655 -0.17 -0.13 -0.01
H 2.3280 3.3181 -0.4871 -0.16 0.14 -0.17
H 4.6707 -1.2250 2.1756 -0.04 0.29 -0.07
H -1.8282 2.6521 1.2418 0.18 0.09 0.26
H 6.0849 2.2525 1.9437 -0.01 -0.22 -0.14
H 0.7935 2.8526 0.3012 -0.11 0.10 0.02
H 4.1216 2.6999 0.5631 -0.13 0.03 0.12
H 6.7051 0.6693 1.3842 -0.23 0.24 -0.09
```
Forces are in eV/Å.

Results
* HOMO-LUMO gap (alpha / beta): 5.3661 / 6.1705 eV
* LUMO energy (alpha / beta): 3.5 / 3.5 eV
* electronic energy: -4485.26706 hartree
* multiplicity: 5
* highest occupied orbital energy (alpha / beta): -1.8282 / -2.6342 eV
* charge: -2

---

# 2
The following is a DFT calculation (wB97M-V/def2-TZVPD) of a cluster of 3 separate species, C18H16F2O14S in total.

XYZ file:
```
51
Properties=species:S:1:pos:R:3:forces:R:3
S 0.0312 -0.6165 0.9787 0.22 -1.07 -0.18
F -1.3458 3.3481 -1.2147 -0.41 -0.06 -0.12
F -1.6896 3.4570 2.4131 -0.03 -0.25 -0.09
O -0.0086 0.9442 1.0621 -0.04 0.65 0.45
O 0.9295 0.7765 -3.6424 0.52 0.03 -0.52
O 1.5082 -0.9059 -5.5469 -0.07 0.02 0.09
O -0.3063 -6.5155 6.7474 -0.05 0.02 0.09
O 1.3460 -1.1156 1.0983 0.16 0.38 0.01
O 2.9587 4.1221 -6.2460 0.03 -0.01 -0.11
O -1.0627 -1.6668 4.7868 0.05 -0.02 -0.09
O -1.3973 -4.7480 8.3152 0.02 -0.04 0.00
O -3.7356 3.5017 1.6004 -0.08 0.22 0.09
O -0.4136 -0.7047 -0.5414 0.19 0.45 0.14
O -1.0377 0.8039 -2.1517 -0.09 -0.06 0.71
O -0.0265 -3.5039 3.1660 0.00 0.10 0.03
O 3.4733 2.4529 -8.1803 0.00 0.04 0.02
O -0.9836 -1.1871 1.8074 -0.19 0.33 -0.18
C 0.9257 2.6949 -0.8570 0.11 0.06 -0.21
C -2.3843 1.6164 1.0364 0.46 0.19 0.48
C -1.2844 0.3940 -0.8558 -0.77 -0.25 -0.91
C 2.5877 2.9822 -6.0331 -0.08 0.02 0.16
C -0.4689 -5.4237 6.2286 0.06 -0.04 -0.15
C -0.3265 -3.8574 4.4005 0.04 -0.12 0.02
C 2.5190 0.6716 -6.9833 -0.01 -0.10 -0.02
C -1.0892 -4.3490 7.0891 -0.05 0.12 0.04
C -2.7016 2.9435 1.6720 -0.17 -0.05 -0.13
C 1.8556 0.2392 -5.7726 0.07 -0.01 -0.18
C -0.4726 2.8149 -0.2797 0.36 0.30 -0.04
C 1.5572 1.2643 -4.7008 0.05 0.08 0.05
C 1.9057 2.5533 -4.8318 0.00 0.09 0.04
C -0.1158 -5.1007 4.8674 0.03 -0.08 -0.01
C -1.0710 1.5081 0.2385 0.04 -0.95 -0.04
C -0.9247 -2.7715 5.2735 -0.04 0.01 0.14
C 2.8654 1.9605 -7.1130 0.00 -0.11 -0.06
C -1.2985 -3.1066 6.6352 -0.03 0.06 -0.01
H -1.1312 -5.6880 8.3623 0.02 -0.02 -0.02
H -0.4512 3.5367 0.5344 0.00 -0.10 0.13
H 1.6975 3.2944 -4.0736 0.00 -0.02 0.01
H -1.8526 0.7005 -2.6492 0.04 0.03 -0.20
H 2.7145 -0.0651 -7.7495 0.02 0.02 -0.01
H -2.2878 -0.0349 -0.8371 -0.10 0.24 0.48
H -0.2707 -2.5646 3.0243 -0.11 -0.07 0.08
H 1.6722 2.9902 -0.1219 -0.03 -0.17 0.08
H -1.7382 -2.3304 7.2454 0.01 -0.01 0.01
H 3.6041 3.4053 -8.0008 0.00 0.02 0.02
H 1.0042 3.4023 -1.6833 -0.08 0.00 0.03
H 0.3132 -5.8817 4.2558 0.01 0.03 -0.02
H -2.3159 0.8887 1.8530 -0.05 -0.01 -0.06
H 1.1620 1.7079 -1.2480 -0.03 0.01 0.02
H 0.8121 -0.1788 -3.8203 -0.01 -0.03 0.06
H -3.2507 1.3411 0.4425 0.04 0.15 -0.13
```
Forces are in eV/Å.

Results
* HOMO-LUMO gap: 7.8154 eV
* LUMO energy: -1.6 eV
* electronic energy: -2346.77667 hartree
* structure (SMILES): C[C@@H](F)[C@]1(CC(=O)F)OS(=O)(=O)O[C@@H]1O.O=C1C=C(O)C(=O)C=C1O.O=C1C=C(O)C(=O)C=C1O
* highest occupied orbital energy: -9.4107 eV
* relative energy (zero: lowest compared OMol25 entry of this formula, charge and spin): 0.0000 eV

---

# 3
The following is a DFT calculation (wB97M-V/def2-TZVPD) of a structure of composition C18H16F3FeN6O3S.

XYZ file:
```
48
Properties=species:S:1:pos:R:3:forces:R:3
Fe 0.6288 0.4553 -0.7899 -0.10 -0.67 -0.13
S 2.9147 1.9683 -1.0365 0.13 -0.01 0.15
F 1.3710 2.3698 1.0052 -0.08 0.01 0.04
F 3.4733 2.4205 1.5012 0.19 0.05 0.05
F 2.5562 4.1050 0.4982 0.10 0.14 -0.07
O 4.1197 2.5091 -1.5529 -0.06 -0.02 -0.07
O 2.8920 0.5539 -0.6363 -0.11 0.06 0.02
O 1.6546 2.2496 -1.7450 -0.20 -0.05 0.15
N 0.8648 -0.6614 1.1855 -0.21 0.34 -0.01
N 0.5727 -0.3935 -2.8682 0.31 0.36 0.05
N -0.4695 -1.4751 -0.7278 0.16 0.30 0.08
N -1.1371 1.6861 -0.6759 0.34 -0.02 -0.09
N 1.5396 -0.7741 3.4107 -0.03 -0.04 0.01
N -0.8778 -2.0255 0.4636 -0.11 -0.08 -0.08
C -0.4747 -2.2084 -1.7581 -0.09 -0.19 -0.23
C -1.6574 -3.2230 4.4650 0.01 0.00 0.03
C 0.0759 -1.6315 -2.9906 0.00 -0.03 0.02
C 2.5939 2.7928 0.5762 -0.13 0.00 0.03
C 0.4713 -1.5942 3.7941 0.05 0.02 0.07
C -1.4824 -2.8366 3.1542 -0.06 -0.02 -0.03
C 0.3057 -1.9846 5.1191 0.05 0.03 0.01
C 1.1650 0.1658 -3.9213 -0.12 -0.03 0.00
C 1.2932 -0.4924 -5.1374 -0.02 0.01 -0.02
C 1.6642 -0.3397 2.1578 0.05 -0.05 0.03
C -2.6591 3.7915 -0.8808 -0.06 -0.06 -0.01
C -0.4165 -2.0053 2.8065 0.04 0.04 -0.10
C -0.7631 -2.7922 5.4478 0.00 0.00 -0.01
C -0.1743 -1.5598 1.4349 0.13 -0.01 0.20
C -4.1393 3.3997 -0.9713 0.05 -0.03 0.00
C 0.1461 -2.3473 -4.1683 -0.04 -0.08 -0.08
C -1.7893 2.6223 -0.7659 -0.19 0.08 0.02
C 0.7741 -1.7663 -5.2618 -0.01 -0.05 -0.06
H -2.3464 4.3461 -1.7662 0.04 -0.01 -0.01
H -0.9065 -3.0925 6.4773 0.01 -0.01 -0.02
H 2.5026 0.3125 1.9495 -0.02 -0.01 0.01
H 1.7982 -0.0081 -5.9611 -0.01 0.01 0.02
H -4.3319 2.8068 -1.8636 0.00 0.00 0.01
H -2.1557 -3.1670 2.3752 -0.01 0.02 0.02
H -0.2744 -3.3429 -4.2231 0.03 0.01 0.00
H -2.4859 -3.8628 4.7363 0.01 0.01 -0.01
H 1.5456 1.1678 -3.7785 0.02 -0.03 0.00
H 2.2165 -0.4902 4.1019 0.01 0.00 -0.03
H -4.4461 2.8260 -0.0986 0.00 0.01 0.00
H -2.4745 4.4300 -0.0165 0.05 -0.02 0.02
H -4.7423 4.3035 -1.0200 0.00 0.00 -0.01
H -0.8049 -3.2438 -1.7260 -0.07 0.03 0.00
H 1.0086 -1.6553 5.8752 -0.03 -0.01 -0.01
H 0.8608 -2.3092 -6.1936 -0.01 0.01 0.01
```
Forces are in eV/Å.

Results
* HOMO-LUMO gap (alpha / beta): 8.0252 / 7.9435 eV
* LUMO energy (alpha / beta): -3.4 / -3.5 eV
* electronic energy: -3211.16063 hartree
* multiplicity: 5
* highest occupied orbital energy (alpha / beta): -11.4119 / -11.4311 eV
* charge: +1
* relative energy (zero: lowest compared OMol25 entry of this formula, charge and spin): 0.0000 eV

---

In the order shown, the computed F_max values come out to 1.50 1.22 0.69 eV/Å.